[1]
Formula: C5H6O
Source: OMol25
Level of theory: ωB97M-V with the def2-TZVPD basis set

Computed properties:
Charge: 0

Geometry as XYZ:
```
12
Properties=species:S:1:pos:R:3:forces:R:3
C -0.433 -1.319 2.247 -0.028 -0.038 0.072
C 0.033 -0.570 1.079 0.182 0.275 -0.406
C 0.436 0.060 0.134 -0.175 -0.269 0.445
C 0.875 0.840 -1.029 0.032 -0.084 -0.010
C 0.028 0.406 -2.221 -0.006 0.419 0.173
O -0.718 1.446 -2.534 0.047 -0.376 -0.118
H -1.386 -0.921 2.612 0.147 -0.053 -0.071
H 0.295 -1.254 3.063 -0.104 -0.007 -0.128
H -0.578 -2.377 2.007 0.034 0.177 -0.002
H 1.919 0.590 -1.260 -0.151 0.000 0.016
H 0.806 1.916 -0.818 -0.035 -0.145 -0.073
H -1.279 1.183 -3.280 0.058 0.100 0.101
```
Positions in Å, forces in eV/Å.

***

[2]
Formula: C5H6O
Source: OMol25
Level of theory: ωB97M-V with the def2-TZVPD basis set

Computed properties:
Charge: 0

Geometry as XYZ:
```
12
Properties=species:S:1:pos:R:3:forces:R:3
C -0.499 0.702 1.038 1.191 -1.548 -0.560
C 0.428 0.255 0.429 4.107 -2.012 -1.969
C 1.755 -0.788 -0.763 0.591 -1.758 0.984
C -1.389 1.586 1.628 -2.648 2.584 1.239
C 0.614 -1.452 -1.489 1.753 -2.307 -2.625
O 2.949 -1.059 -0.825 -5.129 2.398 1.000
H -0.921 2.060 2.537 -0.817 -0.679 -0.544
H -2.505 1.251 1.806 2.370 0.627 -0.327
H -1.321 2.397 0.863 -0.969 -0.054 0.720
H -0.052 -2.112 -0.926 0.722 0.136 0.704
H 1.003 -2.079 -2.413 -0.466 1.116 1.857
H -0.064 -0.760 -1.886 -0.704 1.498 -0.478
```
Positions in Å, forces in eV/Å.

***

[3]
Formula: C5H6O
Source: OMol25
Level of theory: ωB97M-V with the def2-TZVPD basis set

Computed properties:
Charge: 0

Geometry as XYZ:
```
12
Properties=species:S:1:pos:R:3:forces:R:3
C 2.045 -1.458 -0.566 0.304 0.614 0.198
C 1.359 -0.493 -0.342 -0.496 1.983 0.300
C 0.655 1.946 0.238 -0.563 -2.576 -0.359
C 0.523 0.663 -0.056 -3.069 -2.778 0.145
C -1.436 0.037 0.006 4.451 1.390 -2.519
O -1.484 -1.303 -0.160 -0.294 -2.085 2.573
H 2.949 -2.007 -0.681 -0.246 -0.522 -0.137
H -0.232 2.417 0.515 -1.262 1.172 0.288
H 1.547 2.433 0.348 2.210 1.249 0.050
H -1.722 0.702 -0.843 -0.221 -1.282 0.469
H -1.783 0.375 0.908 -0.689 0.991 2.279
H -1.422 -1.792 0.781 -0.124 1.845 -3.286
```
Positions in Å, forces in eV/Å.

***

[4]
Formula: C5H6O
Source: OMol25
Level of theory: ωB97M-V with the def2-TZVPD basis set

Computed properties:
Charge: 0
SMILES string: CC=C=O.C#C

Geometry as XYZ:
```
12
Properties=species:S:1:pos:R:3:forces:R:3
C 1.404 -0.078 0.827 0.049 0.088 -0.003
C 0.697 -1.242 0.182 -0.066 -0.108 -0.171
C -0.124 -1.275 -0.841 -0.290 -0.229 -0.475
O -0.850 -1.423 -1.750 0.659 0.162 0.709
C -2.043 1.055 -0.849 0.292 0.378 0.361
C -1.403 1.787 -0.140 -0.357 -0.265 -0.320
H 2.459 -0.338 0.961 -0.125 0.102 -0.023
H 0.997 0.151 1.820 0.007 -0.064 -0.199
H 1.361 0.832 0.223 -0.058 -0.193 0.034
H 0.905 -2.246 0.539 -0.044 0.017 0.065
H -2.563 0.361 -1.473 0.039 0.204 0.120
H -0.850 2.447 0.491 -0.104 -0.092 -0.098
```
Positions in Å, forces in eV/Å.

***

[5]
Formula: C5H6O
Source: OMol25
Level of theory: ωB97M-V with the def2-TZVPD basis set

Computed properties:
Charge: 0
SMILES string: O=C1CC=CC1

Geometry as XYZ:
```
12
Properties=species:S:1:pos:R:3:forces:R:3
O 0.990 1.209 -1.750 0.095 -0.673 0.415
C 0.477 0.428 -0.996 0.164 0.015 -0.160
C -1.022 0.386 -0.646 -0.005 0.063 -0.018
C -0.908 0.199 0.842 0.107 0.031 0.149
C 0.265 -0.340 1.181 -0.171 0.129 0.064
C 1.111 -0.641 -0.026 0.006 0.120 -0.059
H -1.454 -0.462 -1.200 -0.031 0.035 0.298
H -1.587 1.280 -0.924 0.325 -0.045 -0.104
H -1.613 0.633 1.540 -0.069 -0.223 -0.020
H 0.656 -0.413 2.189 -0.180 -0.191 -0.068
H 2.180 -0.630 0.215 -0.159 0.483 -0.501
H 0.906 -1.645 -0.433 -0.083 0.256 0.004
```
Positions in Å, forces in eV/Å.

***

[6]
Formula: C5H6O
Source: OMol25
Level of theory: ωB97M-V with the def2-TZVPD basis set

Computed properties:
Charge: 0
SMILES string: C#C[C@H](O)C=C

Geometry as XYZ:
```
12
Properties=species:S:1:pos:R:3:forces:R:3
C 1.612 -0.494 0.398 -0.062 0.133 0.054
C 1.065 0.665 0.049 0.143 -0.177 -0.053
O -0.558 0.576 -1.647 0.008 -0.149 -0.134
C -0.408 0.816 -0.253 -0.027 0.063 0.230
C -1.274 -0.080 0.539 -0.321 -0.287 0.249
C -2.011 -0.810 1.150 0.304 0.259 -0.223
H -0.032 -0.220 -1.814 -0.212 0.156 -0.185
H 0.989 -1.347 0.665 0.097 0.120 -0.048
H 2.687 -0.634 0.416 -0.101 0.068 0.118
H 1.678 1.518 -0.236 -0.051 -0.140 0.073
H -0.742 1.848 -0.093 0.092 -0.177 0.012
H -2.669 -1.458 1.689 0.129 0.130 -0.094
```
Positions in Å, forces in eV/Å.

***

Number 1: E_HOMO -8.742 eV. Number 2: E_HOMO -9.481 eV. Number 3: E_HOMO -8.684 eV. Number 4: E_HOMO -8.795 eV. Number 5: E_HOMO -9.676 eV. Number 6: E_HOMO -10.056 eV.